{
  "formula": "C37H96N3O10",
  "method": "ωB97M-V/def2-TZVPD",
  "charge": 1,
  "gap_ev": 8.5,
  "homo_energy_ev": -11.597,
  "lumo_energy_ev": -3.06,
  "multiplicity": 1,
  "symbols": ["H", "H", "H", "H", "H", "C", "H", "N", "H", "C", "C", "C", "H", "H", "H", "H", "H", "C", "C", "H", "H", "H", "H", "H", "O", "H", "H", "H", "H", "H", "H", "H", "H", "H", "H", "H", "O", "H", "H", "H", "C", "O", "H", "C", "H", "C", "H", "H", "H", "H", "H", "H", "C", "H", "C", "H", "H", "H", "C", "C", "O", "H", "C", "H", "H", "H", "C", "O", "H", "H", "H", "H", "H", "H", "H", "H", "C", "H", "H", "H", "H", "H", "H", "C", "C", "N", "H", "H", "C", "C", "O", "H", "H", "O", "N", "C", "H", "H", "H", "C", "C", "H", "H", "C", "H", "H", "H", "H", "C", "O", "H", "O", "H", "O", "H", "H", "H", "H", "H", "H", "H", "C", "C", "H", "C", "C", "H", "H", "C", "C", "C", "H", "H", "H", "H", "H", "H", "C", "C", "H", "H", "C", "C", "C", "H", "H"],
  "positions_angstrom": [[-2.8712, 4.5449, -2.6522], [6.5897, -6.6915, 1.4623], [-2.1385, 2.3323, 5.0669], [-3.8729, -0.9168, -0.7567], [-7.4349, -1.2432, 2.3590], [1.5756, 5.8855, 0.0548], [-10.0546, -5.4811, -0.0522], [1.4159, -0.6627, -3.0690], [-8.5859, -2.1964, 0.1140], [-5.2081, 5.1528, -6.9433], [2.7881, -0.6193, -0.9087], [7.5787, -1.4419, 3.1397], [-6.5268, 4.2560, -8.4069], [7.1749, -4.4734, -0.3984], [6.3858, -7.8199, -1.9566], [5.5404, 2.2808, 3.1109], [2.3276, 0.0414, 1.1000], [-1.5107, 2.1876, 2.3610], [0.4599, -0.1625, -1.0069], [-4.5147, 7.1869, -7.1413], [2.7330, 4.4736, 1.1867], [-1.4779, -2.7923, 1.4682], [6.7011, 3.2481, 0.3573], [-8.5115, -4.6454, -0.2629], [-5.4199, 0.8529, 0.6442], [-1.0838, 1.3427, 2.9120], [8.1719, -1.0637, 1.0965], [7.1050, -8.2505, -0.4020], [7.2258, 1.7757, 1.1915], [1.8950, -0.2545, -3.8590], [-5.8662, -1.5956, 1.6101], [-3.4809, 3.4732, 4.9052], [8.6911, -0.6737, 4.8189], [-7.1512, -0.0429, 0.1657], [-7.6848, 2.2383, 0.9402], [-2.9683, 1.9751, -2.7350], [5.8345, -6.3014, 1.0073], [9.1630, -0.2370, 2.3069], [-11.1694, -3.2631, 0.3305], [-2.4775, 2.0094, -4.4285], [-9.8023, -3.5798, 1.9527], [-4.1247, 4.7662, -6.0906], [-4.0028, 6.1131, -8.4519], [-10.0934, -3.3797, 0.4747], [-2.7220, -2.9817, -0.5609], [-2.8875, -0.8360, -0.2976], [-10.1761, -2.7371, 2.5343], [7.0099, 0.4178, 3.3845], [5.1491, -3.9983, 3.6741], [6.6236, 1.6828, -0.4656], [-1.8389, 3.9673, 4.4672], [-3.4704, 0.8878, 3.5735], [-6.6787, 0.3362, 1.0756], [-10.2658, -4.4936, 2.3263], [2.1120, -0.8140, 0.4508], [-6.0046, 5.4279, -6.2490], [5.0351, 3.7478, 2.2613], [-3.3826, 4.5102, -6.6498], [6.4919, 2.1867, 0.4923], [8.1729, -1.5915, 4.5269], [-9.5432, -2.1456, 0.0121], [1.1961, 6.0088, -0.9637], [1.7136, 0.0201, -1.8149], [-0.5367, 0.0833, -1.3592], [1.8837, 1.0762, -2.0437], [7.3927, -1.7914, 5.2608], [2.3479, -4.3758, 1.6797], [-0.0554, 3.1894, -3.9461], [-1.5683, -2.0776, -1.4967], [3.7141, -0.0570, -0.7868], [2.3605, -1.7026, 1.0245], [1.9887, 2.4488, 0.0063], [-0.7626, 2.9828, 2.3388], [-1.7259, 1.8804, 1.3335], [5.3925, 0.1655, 1.7549], [4.3703, 2.3652, 0.2902], [-4.8295, 6.3620, -7.7797], [-0.2674, -3.0838, 0.2354], [-5.9399, 3.1347, -7.1685], [-0.8795, -0.3973, 1.2906], [-5.6695, 6.6947, -8.3902], [3.0784, -1.5859, -1.3366], [0.7270, 5.9248, 0.7393], [-5.6661, 3.9826, -7.7957], [8.6305, -1.1654, 2.0808], [-0.2794, -1.1774, 1.0427], [-9.8246, -4.3788, -1.4196], [-2.3823, 4.6008, -4.3395], [3.4010, -4.7907, 2.6945], [6.0964, -6.3456, -0.3969], [6.5768, -0.4088, 3.1378], [5.2045, -5.9020, -0.8480], [-8.5262, 1.0515, 1.9494], [4.7745, 0.5842, 1.1277], [0.6731, -0.7250, 0.1216], [-2.5483, 3.1394, 4.4526], [2.3093, -4.4873, 4.2894], [7.0301, -2.3495, 2.8816], [3.9365, -5.6600, 2.3154], [-2.0084, 4.5098, -3.3180], [4.8607, 2.6745, 2.3501], [7.4825, -5.4832, -1.8223], [-1.3716, 5.3702, -3.1105], [-9.5963, -4.5428, -0.3669], [3.8412, 2.5136, 2.7053], [1.6417, -1.6482, -3.0198], [4.8978, -3.3680, 2.0382], [3.1527, 4.6648, -1.5853], [-1.0180, -2.3607, 0.5756], [2.7882, -5.2289, 3.9032], [-0.3239, 3.2436, -4.8703], [-3.7763, 1.6128, 3.0160], [5.3538, -8.3595, -0.6215], [3.4655, 4.5516, -0.6799], [-3.2391, 3.4534, 2.4450], [1.6497, -5.1909, 1.4873], [-0.8490, 3.1646, -2.1177], [-5.9711, -0.4535, 2.9563], [8.8945, -2.4082, 4.5538], [8.2036, -5.9066, -0.2670], [-8.7226, -3.6589, 2.1157], [-2.0615, -2.1093, -0.5145], [-2.1042, 1.9955, -3.4014], [1.7742, -3.5259, 2.0678], [4.3946, -3.6712, 2.9588], [5.0836, 1.9742, 1.0197], [2.8150, -4.0838, 0.7347], [-4.8626, 3.6680, -8.4686], [-7.5462, 1.4353, 1.6637], [1.4247, 3.3789, -0.1150], [-6.4799, -0.8099, 2.0564], [0.5661, 3.3575, 0.5627], [-1.5286, 1.0751, -3.2686], [-4.9740, 1.2168, 1.4225], [-7.0663, 1.8533, 2.5534], [9.3634, -1.9716, 2.0412], [-3.0537, -0.6195, 0.7639], [-2.7927, 2.6518, 3.0364], [-1.2365, 3.2175, -3.1395], [1.0522, 3.4041, -1.1436], [3.8897, -2.7951, 3.3811], [6.2398, -7.7792, -0.8766], [7.3089, -5.4986, -0.7456], [2.3254, 4.5707, 0.1783], [-2.4103, 0.0466, -0.7413], [2.2384, 6.7213, 0.2744]],
  "forces_ev_per_angstrom": [[-0.01, -0.01, 0.00], [-0.02, -0.02, 0.02], [0.02, 0.01, 0.00], [0.10, 0.07, 0.06], [-0.01, 0.01, 0.00], [0.05, 0.03, -0.01], [0.00, 0.00, 0.01], [0.18, 0.06, 0.03], [0.00, 0.00, -0.01], [-0.05, 0.02, -0.01], [0.34, -0.35, 0.07], [0.04, -0.07, -0.02], [0.00, 0.01, 0.00], [0.00, 0.00, 0.00], [0.00, 0.01, 0.00], [0.01, 0.03, -0.01], [0.01, -0.13, -0.01], [-0.05, -0.05, -0.07], [-0.01, 0.17, 0.06], [0.00, 0.00, 0.00], [0.02, 0.00, -0.01], [-0.01, 0.15, -0.05], [-0.01, 0.00, 0.00], [-0.01, -0.02, 0.01], [-0.02, -0.01, 0.00], [0.03, 0.01, 0.01], [0.00, -0.01, 0.01], [0.01, 0.00, -0.02], [0.01, 0.03, 0.00], [-0.04, 0.04, 0.00], [-0.01, 0.00, -0.01], [0.00, 0.00, 0.00], [0.03, -0.02, 0.00], [-0.01, 0.01, 0.00], [0.00, -0.01, 0.00], [0.00, 0.01, 0.00], [0.04, 0.05, -0.02], [0.02, -0.02, 0.01], [0.01, -0.01, 0.00], [-0.03, 0.00, 0.01], [0.01, 0.05, 0.01], [0.07, -0.05, 0.06], [-0.02, 0.00, -0.01], [-0.03, -0.04, 0.02], [0.13, 0.08, 0.09], [0.01, -0.11, -0.03], [0.00, 0.00, 0.00], [0.01, -0.03, 0.08], [0.01, -0.01, -0.01], [0.00, 0.00, 0.00], [0.00, 0.00, -0.01], [-0.04, 0.03, 0.05], [-0.04, 0.02, 0.01], [0.00, 0.00, 0.00], [0.39, 0.66, 0.20], [0.01, 0.00, -0.01], [0.01, 0.00, 0.00], [-0.05, 0.03, -0.09], [0.00, -0.06, -0.02], [-0.04, 0.04, 0.03], [0.06, 0.03, 0.02], [-0.02, -0.01, 0.01], [-0.24, -0.24, -0.27], [0.12, -0.10, 0.06], [-0.05, -0.05, 0.20], [0.00, -0.01, -0.01], [-0.09, 0.00, -0.02], [0.04, -0.06, 0.06], [-0.11, 0.02, 0.11], [-0.23, 0.13, -0.06], [-0.24, -0.16, -0.30], [0.01, 0.01, 0.08], [-0.07, -0.03, 0.03], [0.03, -0.01, 0.00], [-0.01, 0.07, 0.01], [0.04, 0.06, -0.01], [0.05, 0.01, 0.02], [-0.10, 0.05, 0.12], [0.00, 0.00, 0.00], [-0.10, -0.05, -0.10], [0.00, 0.00, 0.00], [-0.15, 0.05, 0.07], [0.00, -0.01, 0.01], [0.03, -0.03, 0.02], [-0.04, 0.05, -0.03], [0.15, 0.18, 0.33], [0.00, 0.00, 0.00], [-0.06, -0.01, 0.01], [0.03, 0.01, -0.01], [0.00, 0.00, -0.04], [-0.01, 0.06, -0.07], [0.01, -0.01, 0.00], [0.00, -0.01, 0.00], [-0.02, -0.17, 0.00], [-0.04, -0.09, -0.34], [-0.06, -0.05, 0.01], [0.02, 0.00, 0.03], [-0.02, 0.03, -0.01], [0.00, 0.02, 0.02], [0.11, 0.09, -0.03], [-0.04, 0.01, 0.01], [0.00, -0.01, 0.00], [0.01, -0.01, 0.02], [0.01, 0.03, -0.04], [0.00, 0.00, -0.01], [0.01, 0.03, -0.03], [0.00, -0.02, 0.00], [0.05, 0.06, -0.01], [0.06, -0.20, -0.10], [-0.03, -0.01, -0.01], [0.02, 0.03, 0.00], [0.03, -0.06, -0.10], [0.00, 0.00, 0.00], [-0.04, -0.09, 0.05], [0.00, 0.00, 0.01], [0.03, -0.02, 0.01], [-0.06, 0.03, 0.03], [-0.03, 0.03, 0.02], [0.01, 0.00, 0.00], [0.00, -0.01, -0.02], [-0.01, -0.02, 0.00], [0.05, 0.09, -0.23], [0.06, -0.04, -0.01], [-0.02, 0.01, -0.01], [0.01, 0.01, 0.05], [-0.01, 0.00, 0.06], [-0.01, -0.01, 0.00], [-0.02, 0.01, -0.01], [0.03, 0.04, -0.02], [0.00, -0.23, 0.10], [0.05, -0.07, -0.04], [0.06, 0.01, -0.09], [0.00, 0.02, -0.04], [0.07, -0.01, 0.05], [-0.02, -0.01, 0.01], [0.00, 0.00, 0.01], [-0.08, -0.06, -0.12], [0.06, 0.10, 0.04], [-0.08, -0.12, 0.09], [0.02, 0.15, 0.01], [0.00, 0.01, -0.03], [-0.01, -0.02, 0.04], [0.00, 0.02, 0.04], [-0.10, 0.03, -0.18], [-0.14, -0.06, 0.13], [-0.01, 0.00, 0.00]]
}